Entry 1:
# CH4NO2

CH4NO2 as an isolated structure (ωB97M-V/def2-TZVPD, OMol25).

Atoms and positions in Å:
1 C -0.881 -0.047 -0.840
2 N 1.511 -0.411 1.298
3 O 0.335 0.143 1.369
4 O -0.292 -1.047 -1.409
5 H -0.501 0.962 -0.927
6 H -0.317 0.118 0.325
7 H -1.875 -0.015 -0.533
8 H 2.020 0.298 0.716

Calculated values
Molar mass, Da: 62.0
Multiplicity: 1
Charge: -1
Frontier orbital gap (spin up / spin down), hartree: 0.2615 / 0.2781

Entry 2:
# C39H35F9N3O7PS3SeTl

C39H35F9N3O7PS3SeTl as an isolated structure (ωB97M-V/def2-TZVPD, OMol25).

Atoms and positions in Å:
1 Tl -0.471 0.009 0.577
2 N -0.351 1.725 1.993
3 C -1.305 2.851 2.023
4 C -2.479 2.663 2.993
5 C -3.769 2.056 2.431
6 C -3.740 0.558 2.163
7 N -3.021 0.298 0.905
8 H -0.308 1.248 2.903
9 H 0.620 2.030 1.873
10 H -1.664 3.034 1.006
11 H -0.742 3.732 2.334
12 H -2.729 3.653 3.379
13 H -2.138 2.072 3.850
14 H -4.040 2.581 1.506
15 H -4.572 2.250 3.147
16 H -4.763 0.172 2.127
17 H -3.223 0.042 2.968
18 H -3.338 0.915 0.162
19 H -3.197 -0.651 0.587
20 O 3.122 -0.268 3.683
21 S 2.640 0.115 2.384
22 O 1.509 -0.711 1.908
23 O 2.368 1.545 2.205
24 C 3.933 -0.221 1.203
25 C 5.144 -0.727 1.654
26 C 6.192 -0.893 0.761
27 C 6.030 -0.539 -0.572
28 C 4.814 -0.046 -1.017
29 C 3.742 0.106 -0.143
30 P 2.094 0.679 -0.782
31 C 2.554 2.307 -1.481
32 C 2.872 2.553 -2.813
33 C 3.171 3.840 -3.240
34 C 3.164 4.895 -2.339
35 C 2.878 4.653 -1.001
36 C 2.572 3.369 -0.575
37 C 1.917 -0.514 -2.174
38 C 1.293 -0.223 -3.386
39 C 1.072 -1.223 -4.326
40 C 1.453 -2.530 -4.065
41 C 2.039 -2.839 -2.845
42 C 2.259 -1.842 -1.907
43 H 5.240 -0.977 2.702
44 H 7.138 -1.293 1.105
45 H 6.851 -0.657 -1.269
46 H 4.692 0.217 -2.062
47 H 2.896 1.742 -3.527
48 H 3.406 4.018 -4.282
49 H 3.387 5.899 -2.675
50 H 2.886 5.467 -0.287
51 H 2.372 3.174 0.475
52 H 0.938 0.776 -3.587
53 H 0.581 -0.974 -5.260
54 H 1.275 -3.309 -4.796
55 H 2.316 -3.860 -2.614
56 H 2.680 -2.110 -0.945
57 F -2.672 -3.771 3.150
58 C -2.102 -3.084 4.144
59 F -1.755 -3.933 5.103
60 F -3.004 -2.231 4.631
61 S -0.636 -2.191 3.489
62 O -1.246 -1.028 2.849
63 O 0.014 -3.142 2.652
64 N 0.217 -1.839 4.741
65 S 0.092 -0.471 5.545
66 O -0.963 -0.495 6.521
67 O 0.229 0.722 4.752
68 C 1.688 -0.596 6.522
69 F 2.472 -1.572 6.109
70 F 2.325 0.561 6.435
71 F 1.392 -0.817 7.807
72 Se -1.303 1.402 -1.782
73 C -1.845 3.226 -1.696
74 C -0.956 4.239 -1.329
75 C -1.343 5.571 -1.366
76 C -2.625 5.921 -1.770
77 C -3.519 4.921 -2.129
78 C -3.136 3.586 -2.089
79 H 0.051 3.975 -1.028
80 H -0.632 6.342 -1.091
81 H -2.921 6.962 -1.813
82 H -4.521 5.180 -2.449
83 H -3.833 2.807 -2.373
84 F -4.812 -6.896 -4.183
85 C -3.468 -6.890 -4.303
86 F -3.053 -8.114 -3.925
87 F -3.199 -6.770 -5.614
88 C -2.838 -5.805 -3.484
89 C -2.763 -5.961 -2.105
90 C -2.237 -4.948 -1.325
91 C -1.787 -3.765 -1.917
92 C -1.856 -3.624 -3.303
93 C -2.382 -4.640 -4.083
94 C -1.287 -2.693 -1.104
95 C -0.828 -1.805 -0.428
96 H -3.112 -6.877 -1.646
97 H -2.167 -5.056 -0.250
98 H -1.500 -2.706 -3.751
99 H -2.436 -4.530 -5.158

Calculated values
Molar mass, Da: 1239.2
Multiplicity: 1
Charge: -1
Frontier orbital gap, hartree: 0.2734

Entry 3:
# C7H12N2O2P

An isolated ion of composition C7H12N2O2P and charge +1 (ωB97M-V/def2-TZVPD, OMol25).

Atoms and positions in Å:
1 C 2.316 -1.450 1.849
2 C 1.446 -0.376 1.726
3 C 1.661 -2.021 -0.437
4 C 0.708 -0.971 -0.481
5 C 1.699 -2.967 -1.536
6 C -2.541 2.764 0.835
7 C -2.078 0.451 -1.065
8 N 2.378 -2.228 0.689
9 N 0.655 -0.192 0.611
10 O -0.107 0.859 0.664
11 O -1.466 2.828 -0.117
12 P -0.672 1.618 -0.824
13 H 3.098 -1.637 2.603
14 H 1.569 0.435 2.369
15 H 2.055 -4.134 -1.305
16 H 2.378 -2.738 -2.323
17 H 0.633 -3.034 -2.020
18 H -2.205 2.199 1.732
19 H -3.406 2.331 0.311
20 H -2.734 3.775 0.978
21 H -2.475 0.388 -0.077
22 H -1.629 -0.573 -1.556
23 H -2.884 0.991 -1.695
24 H 2.869 -3.139 0.679

Calculated values
Molar mass, Da: 187.2
SMILES string: COP(C)O[N+]1=C=C(C)NC=C1
Multiplicity: 1
Charge: +1
Frontier orbital gap, hartree: 0.2664

Entry 4:
# CH3ClN2O2

A 2-piece molecular cluster, CH3ClN2O2 overall (ωB97M-V/def2-TZVPD, OMol25).

Atoms and positions in Å:
1 C -1.089 -0.684 -0.302
2 N 2.072 0.232 -0.568
3 N -0.414 0.369 -0.227
4 O -0.842 1.407 0.515
5 O 2.483 1.146 0.010
6 Cl 2.227 -1.364 0.317
7 H -2.045 -0.838 0.204
8 H -0.693 -1.484 -0.899
9 H -1.698 1.216 0.949

Calculated values
Molar mass, Da: 110.5
SMILES string: O=NCl.C=NO
Multiplicity: 1
Frontier orbital gap, hartree: 0.3565

Computed ΔE to the lowest compared entry with this formula, charge and spin (kcal per mole) in order:
137.0; 13.8; 0.0; 58.0
Computed largest force on an atom (Eh/bohr) in order:
0.0503; 0.0174; 0.0930; 0.0497